# 1
Computed, not measured: a single C4H13N3 molecule in a non-equilibrium geometry, with ωB97M-V with the def2-TZVPD basis set.

```
20
Properties=species:S:1:pos:R:3:forces:R:3:nbo_charge:R:1
H 0.0951 -0.7507 -0.8499 0.192 0.033 0.041 0.22
H 0.7881 -0.2752 1.9388 -0.991 -0.859 0.702 0.36
C 0.4195 -0.0949 -0.0383 -0.524 -2.696 3.173 -0.07
H -2.4028 -0.2046 1.2874 1.524 1.235 -0.617 0.20
H -0.3469 1.5858 1.0568 0.084 -0.182 0.115 0.21
H -2.6782 1.3946 0.5468 0.228 0.126 0.459 0.18
H 1.5263 1.1389 -1.1198 0.728 -0.089 0.113 0.18
H -3.4737 -0.7065 -0.7429 0.100 0.218 0.804 0.37
H 2.7308 -1.4442 -0.3142 0.186 0.655 0.116 0.38
N 2.6541 -0.5747 -0.8373 -0.070 -0.236 -0.621 -0.85
H 2.2673 1.0374 0.4552 -0.658 -0.195 0.566 0.17
H -2.6907 0.5190 -1.4670 0.100 -0.981 0.183 0.34
C -2.0495 0.5040 0.4514 -3.414 -2.233 -0.307 -0.22
N 0.5707 -1.0024 1.2613 0.711 1.283 -3.446 -0.88
C -0.6424 0.9327 0.2247 0.800 1.353 -0.128 -0.43
H -0.6331 1.6360 -0.6330 -0.278 -0.258 0.111 0.20
C 1.7667 0.4169 -0.3036 0.269 1.710 -1.835 -0.22
N -2.5743 -0.2387 -0.7685 0.953 1.616 -0.980 -0.86
H -0.2788 -1.5413 1.2291 -0.288 0.202 1.423 0.37
H 3.5143 -0.1101 -1.0815 0.346 -0.701 0.128 0.36
```
Positions in Å, forces in eV/Å.

The gap between HOMO and LUMO comes out at 9.739 eV. For the LUMO energy, the calculation gives 1.017 eV. As for the spin multiplicity: 1. The charge is 0. The SMILES is NCC[C@H](N)CN. Its maximum force is 4.196 eV/Å. For the relative energy (zero: lowest compared OMol25 entry of this formula, charge and spin), the calculation gives 33.8 kcal/mol.

***

# 2
Computed, not measured: a single C4H13N3 molecule in a non-equilibrium geometry, with ωB97M-V with the def2-TZVPD basis set.

```
20
Properties=species:S:1:pos:R:3:forces:R:3:nbo_charge:R:1
H 3.0592 1.2435 -2.2891 -0.059 -0.037 0.003 0.35
H 2.8875 0.0288 -1.2052 -0.338 -0.273 -0.166 0.36
H -1.5607 -1.2274 0.3592 0.935 0.975 -0.328 0.20
H 0.4370 -0.8888 1.8685 0.223 0.138 0.389 0.19
H 0.5801 1.4440 -2.5879 0.644 0.010 0.429 0.18
C 1.0970 0.5362 -2.2235 -0.235 -0.577 -0.038 -0.04
C -0.7026 0.7063 -0.4732 0.561 -2.527 0.195 -0.21
N 2.4202 0.8186 -1.6268 -0.344 0.935 -0.344 -0.87
H -0.4499 0.4633 2.6884 0.575 0.521 -0.783 0.20
H -0.2364 1.5809 -0.0321 0.003 0.437 -0.193 0.19
C -0.5216 -0.3997 2.0264 -0.970 -0.895 0.097 -0.22
H 1.1471 -0.0941 -3.1356 0.245 -0.015 0.378 0.15
H -1.5927 0.9084 -1.0887 0.345 0.583 0.219 0.18
H -2.3218 -0.8984 2.9226 0.141 0.110 -0.019 0.35
H 0.5036 -1.0020 -0.9869 -0.200 -0.004 0.438 0.37
H -2.1882 0.2581 0.8501 0.193 -0.086 0.570 0.19
H -1.4620 -2.2446 2.6514 0.349 0.296 -0.365 0.35
N 0.2129 -0.0887 -1.2784 0.389 0.645 -1.048 -0.66
C -1.1965 -0.1969 0.6633 -2.472 0.105 0.325 -0.42
N -1.3746 -1.2587 2.8828 0.015 -0.340 0.243 -0.84
```
Positions in Å, forces in eV/Å.

The gap between HOMO and LUMO comes out at 9.593 eV. For the LUMO energy, the calculation gives 1.150 eV. As for the spin multiplicity: 1. The charge is 0. The SMILES is NCCCNCN. Its maximum force is 2.596 eV/Å. For the relative energy (zero: lowest compared OMol25 entry of this formula, charge and spin), the calculation gives 32.1 kcal/mol.

***

# 3
Computed, not measured: a 2-piece molecular cluster, C4H13N3 overall, with ωB97M-V with the def2-TZVPD basis set.

```
20
Properties=species:S:1:pos:R:3:forces:R:3:nbo_charge:R:1
H 0.7420 -1.7626 -0.3565 0.051 0.147 -0.060 0.40
H -1.7184 -0.6183 -1.5699 0.012 0.000 0.005 0.22
H -2.8130 -0.7600 -0.1877 0.008 0.007 0.017 0.23
H -0.0720 -0.6041 2.4121 0.008 0.007 -0.009 0.22
H -0.1721 1.4175 0.9772 -0.042 -0.029 0.043 0.37
H 2.5634 2.4908 -2.3547 -0.106 -0.059 0.050 0.10
C 2.6397 2.1240 -1.3090 0.143 0.056 -0.300 -0.08
H 3.3676 2.7084 -0.7110 -0.074 -0.026 0.014 0.11
H -0.8561 1.4165 -0.4810 -0.047 -0.037 -0.010 0.37
C -1.8245 -1.0205 -0.5613 0.116 0.086 0.117 -0.62
H -1.7479 -2.1078 -0.6079 0.032 -0.003 -0.014 0.21
N -0.9276 0.9990 0.4418 0.131 0.017 -0.051 -0.83
C -0.7627 -0.4317 0.3649 0.142 -0.175 -0.077 0.27
H -0.7272 -2.1111 1.7474 0.017 0.012 -0.012 0.21
N 0.5928 -0.7667 -0.2206 0.347 0.780 0.199 -0.84
N 2.0226 1.1454 -0.8421 -0.556 -0.511 0.084 -0.87
H 1.3689 -0.3115 0.3340 -0.580 -0.703 -0.019 0.46
H -1.8167 -0.7910 2.2055 -0.009 0.000 -0.006 0.23
H 0.9885 0.0107 -1.0519 0.423 0.363 0.207 0.46
C -0.8472 -1.0267 1.7705 -0.015 0.069 -0.176 -0.62
```
Positions in Å, forces in eV/Å.

The gap between HOMO and LUMO comes out at 7.316 eV. For the LUMO energy, the calculation gives 0.684 eV. As for the spin multiplicity: 1. The charge is 0. Its maximum force is 0.912 eV/Å. For the relative energy (zero: lowest compared OMol25 entry of this formula, charge and spin), the calculation gives 62.1 kcal/mol.

***

# 4
Computed, not measured: a single C4H13N3 molecule in a non-equilibrium geometry, with ωB97M-V with the def2-TZVPD basis set.

```
20
Properties=species:S:1:pos:R:3:forces:R:3:nbo_charge:R:1
H 1.5744 0.3729 2.9927 -0.108 -0.531 0.039 0.21
H 1.7111 -1.1867 -0.1082 -0.111 0.441 0.110 0.38
C 0.7763 0.6132 2.2943 -0.277 0.525 -0.675 -0.62
H 0.4265 1.3464 -0.8481 0.147 0.501 -0.737 0.36
H -2.1111 1.1262 -2.0686 0.138 -0.278 -0.190 0.35
C 0.3356 -0.4905 1.3440 0.841 -2.148 0.579 -0.06
H -0.1206 0.8912 2.8536 0.252 0.485 0.085 0.21
C -0.5650 -0.0156 0.2115 0.501 0.684 -0.497 -0.23
H -0.2519 -1.2170 1.9273 -0.280 0.445 0.136 0.17
C -0.3871 0.0281 -2.3045 0.818 0.755 1.151 -0.06
H -1.3459 -0.7117 -0.0860 0.274 -0.452 0.224 0.19
H 2.2372 -1.3987 1.4464 0.275 0.155 0.396 0.36
H 0.2154 0.5982 -3.0084 -0.261 -0.004 -0.359 0.18
H -1.0997 0.8360 0.6519 -0.191 0.076 -0.321 0.18
H 1.1755 1.4429 1.6983 -0.258 0.202 0.188 0.20
H -0.1375 -1.0210 -2.4234 -0.348 -0.223 -0.374 0.18
N 0.2144 0.3786 -0.9950 -0.849 -0.414 1.028 -0.66
H -2.2728 -0.5093 -1.9577 -0.268 0.348 -0.220 0.35
N -1.8140 0.2376 -2.4746 0.149 -0.297 0.186 -0.83
N 1.4393 -1.3209 0.8545 -0.442 -0.271 -0.749 -0.87
```
Positions in Å, forces in eV/Å.

The gap between HOMO and LUMO comes out at 9.489 eV. For the LUMO energy, the calculation gives 0.978 eV. As for the spin multiplicity: 1. The charge is 0. The SMILES is C[C@H](N)CNCN. Its maximum force is 2.378 eV/Å. For the relative energy (zero: lowest compared OMol25 entry of this formula, charge and spin), the calculation gives 21.1 kcal/mol.